# 1
The following is a quantum chemistry calculation of one molecule with the formula C4H2Cl2 in a non-equilibrium geometry, from OMol25.

Positions of all 8 atoms, in Å:
C  0.110  2.085  0.040
C  -0.381  1.003  -0.143
C  -0.592  -0.383  -0.124
Cl  -2.173  -1.167  -0.115
C  0.353  -1.287  0.114
Cl  2.099  -1.116  -0.141
H  0.395  3.183  -0.157
H  0.188  -2.318  0.526

lowest unoccupied orbital energy	0.1	eV
maximum force	3.38	eV Å⁻¹
charge	0
Kohn-Sham gap	9.4	eV
structure (SMILES)	C#C/C(Cl)=C\Cl

***

# 2
The following is a quantum chemistry calculation of C4H9N2O2 as an isolated structure in a non-equilibrium geometry, from OMol25.

Positions of all 17 atoms, in Å:
O  -0.982  2.332  -0.294
C  -1.078  1.239  0.434
N  -2.412  0.496  0.160
C  0.084  0.235  0.192
C  1.272  0.820  -0.486
N  -0.074  -1.007  0.628
C  1.122  -1.966  0.288
O  1.269  -2.130  -1.000
H  -2.818  1.005  -0.614
H  -2.338  -0.497  -0.022
H  -1.206  1.461  1.516
H  1.310  1.839  -0.090
H  1.154  0.867  -1.573
H  2.219  0.365  -0.190
H  -0.396  -0.646  -0.545
H  0.923  -2.964  0.756
H  1.950  -1.448  0.840

lowest unoccupied orbital energy	3.6	eV
maximum force	2.17	eV Å⁻¹
charge	-1
Kohn-Sham gap	7.4	eV

***

Number 1: total energy -29222.026 eV. Number 2: total energy -11364.969 eV.